A 14-piece molecular cluster, C56H69N5O38S5 overall at a distorted geometry, computed with the ωB97M-V functional and the def2-TZVPD basis.

Atoms and positions in Å:
C1 6.9844 0.8036 -8.1438
C2 6.1317 -0.1375 -7.3089
O1 5.4507 0.7305 -6.4314
S1 4.8885 2.0134 -7.2552
O2 4.7721 3.2113 -6.4233
O3 3.7918 1.6899 -8.1434
O4 6.3099 2.0567 -8.0000
H1 7.1313 0.5547 -9.1948
H2 7.9715 0.7094 -7.6913
H3 6.6893 -0.9003 -6.7655
H4 5.3353 -0.6642 -7.8346
C3 -1.7041 -0.6075 -6.7568
C4 -0.9578 -1.0577 -8.0881
O5 -0.8382 -2.4331 -7.9479
S2 -0.5653 -2.7935 -6.3267
O6 0.7129 -2.2975 -5.8545
O7 -0.8490 -4.1906 -5.9146
O8 -1.7357 -1.7523 -5.8638
H5 -2.7369 -0.3360 -6.9754
H6 -1.1409 0.2307 -6.3465
H7 -0.0100 -0.5663 -8.3081
H8 -1.4767 -0.7359 -8.9911
C5 0.6488 -6.1812 0.0782
C6 -0.8403 -5.8876 -0.1503
O9 -1.3391 -6.5043 1.0032
S3 -0.5204 -6.1986 2.3760
O10 -0.5198 -7.3731 3.3195
O11 -0.7813 -4.8218 2.9146
O12 0.9069 -6.1384 1.4738
H9 1.3667 -5.6288 -0.5281
H10 0.9154 -7.2133 -0.1494
H11 -1.3176 -6.2242 -1.0706
H12 -1.0214 -4.8128 -0.1347
C7 10.8781 -6.3434 -1.8919
C8 9.8682 -6.8940 -2.9181
O13 8.8362 -5.9549 -2.9665
S4 9.3328 -4.4364 -2.3877
O14 8.6610 -4.0754 -1.1671
O15 9.4715 -3.4873 -3.4697
O16 10.8207 -4.9326 -1.9834
H13 11.8631 -6.7262 -2.1591
H14 10.6614 -6.5827 -0.8508
H15 9.5071 -7.9030 -2.7189
H16 10.3297 -6.8956 -3.9056
C9 0.8678 -4.2515 7.4158
C10 2.2898 -4.6569 6.7784
O17 3.2506 -3.7839 7.4593
S5 2.7687 -3.3765 9.0057
O18 2.8284 -1.9134 9.1440
O19 3.4257 -4.2536 9.9963
O20 1.1669 -3.8906 8.7886
H17 0.1723 -5.0316 7.1063
H18 0.5088 -3.2952 7.0354
H19 2.3441 -4.4245 5.7149
H20 2.5096 -5.7033 6.9901
C11 8.4327 -3.9117 3.2297
C12 9.6913 -3.3352 3.1041
C13 9.7884 -1.9445 3.2045
C14 8.6657 -1.1453 3.4475
C15 7.4198 -1.7747 3.6362
C16 7.2912 -3.1846 3.5003
N1 8.6154 0.3488 3.6595
O21 9.6468 0.9939 3.6214
O22 7.6247 0.9134 4.0853
H21 8.2563 -4.9711 3.1156
H22 10.5183 -3.9931 2.8815
H23 10.7317 -1.4650 2.9889
H24 6.5502 -1.2158 3.9489
H25 6.3939 -3.7627 3.6648
C17 -7.3561 -0.1394 -2.2592
C18 -8.4843 0.1798 -3.0462
C19 -8.9489 -0.6980 -4.0494
C20 -8.4469 -1.9559 -4.2608
C21 -7.2661 -2.2839 -3.4955
C22 -6.6869 -1.3504 -2.5564
N2 -9.1293 -2.9219 -5.1401
O23 -8.5594 -4.0014 -5.3045
O24 -10.1152 -2.5183 -5.7533
H26 -6.8997 0.4685 -1.4919
H27 -8.9368 1.1549 -2.9421
H28 -9.6885 -0.3852 -4.7716
H29 -6.8193 -3.2619 -3.5969
H30 -5.8330 -1.6361 -1.9602
C23 -6.1986 5.2865 -4.2584
C24 -5.0245 4.5777 -4.1139
C25 -3.9947 4.8340 -4.9704
C26 -4.0569 5.9564 -5.8068
C27 -5.2802 6.6591 -6.0421
C28 -6.3172 6.3311 -5.1907
N3 -2.8389 6.3676 -6.6441
O25 -1.7591 6.1139 -6.1871
O26 -3.0408 6.8722 -7.7484
H31 -7.0073 5.1213 -3.5619
H32 -4.8839 3.9038 -3.2817
H33 -3.1075 4.2375 -4.8169
H34 -5.3734 7.5049 -6.7072
H35 -7.2401 6.8918 -5.1740
C29 3.0575 -1.4727 -0.7247
C30 2.7228 -0.5213 -1.7054
C31 1.4944 0.0724 -1.5829
C32 0.5931 -0.2073 -0.5396
C33 1.0166 -1.0836 0.4924
C34 2.2550 -1.7291 0.3515
N4 -0.7578 0.3740 -0.5462
O27 -0.9489 1.4085 -1.1795
O28 -1.6248 -0.2623 0.0906
H36 4.0024 -1.9955 -0.7363
H37 3.4592 -0.2498 -2.4474
H38 1.2339 0.7976 -2.3396
H39 0.4090 -1.2630 1.3671
H40 2.5100 -2.4160 1.1449
C35 -8.7408 4.4370 2.1834
C36 -7.7608 3.5656 1.7968
C37 -6.4969 4.0715 1.3726
C38 -6.2601 5.4914 1.3217
C39 -7.3178 6.3562 1.7406
C40 -8.5538 5.7820 2.0669
N5 -5.0437 6.0077 0.8032
O29 -4.1986 5.2072 0.5198
O30 -4.8535 7.2194 0.8388
H41 -9.6988 4.0508 2.4988
H42 -7.9185 2.5129 1.9798
H43 -5.7586 3.3313 1.1017
H44 -7.1654 7.4253 1.7263
H45 -9.3757 6.4219 2.3526
O31 -7.4219 -1.1242 4.4090
C41 -6.8323 -2.0902 3.9351
O32 -6.1847 -2.0047 2.8158
C42 -5.7716 -3.2881 2.2768
C43 -5.7217 -4.1573 3.5741
C44 -6.8104 -3.5728 4.4281
H46 -4.7628 -3.2078 1.8720
H47 -6.5323 -3.4480 1.5126
H48 -4.7766 -4.0892 4.1127
H49 -5.8285 -5.2411 3.5280
H50 -6.6484 -3.4029 5.4925
H51 -7.7716 -4.0549 4.2494
O33 2.1381 0.2378 5.0647
C45 2.5513 1.3873 4.9166
O34 2.3285 2.1091 3.7751
C46 2.9133 3.4432 3.8944
C47 3.1321 3.6351 5.4315
C48 3.4286 2.2016 5.8790
H52 2.3157 4.2592 3.4881
H53 3.9127 3.5108 3.4646
H54 2.2427 4.0438 5.9112
H55 4.0380 4.1034 5.8164
H56 3.2444 2.1218 6.9503
H57 4.4506 1.8350 5.7827
O35 -1.3803 3.4491 6.7194
C49 -1.7612 2.4365 6.0972
O36 -2.2803 2.4998 4.8704
C50 -2.8438 1.2880 4.4837
C51 -2.7100 0.3239 5.7011
C52 -1.8081 1.0535 6.6918
H58 -2.4250 0.8444 3.5804
H59 -3.8485 1.6741 4.3118
H60 -2.1981 -0.5639 5.3297
H61 -3.7017 0.1175 6.1038
H62 -0.8030 0.6403 6.7761
H63 -2.2120 1.0386 7.7041
O37 3.1902 8.7919 -1.2821
C53 2.4961 7.7732 -1.3164
O38 1.8798 7.4440 -2.4757
C54 1.3111 6.1265 -2.3606
C55 1.1543 5.8399 -0.9001
C56 2.3807 6.6080 -0.3637
H64 1.9209 5.4188 -2.9223
H65 0.3608 6.1620 -2.8932
H66 1.3398 4.7879 -0.6834
H67 0.1765 6.0974 -0.4930
H68 3.2900 6.0073 -0.3822
H69 2.2106 7.0101 0.6351

Atomic forces in eV per Å
C -0.1 -0.8 0.2
C -1.1 -1.0 -0.8
O -1.7 0.7 1.7
S 0.6 1.1 0.7
O 0.4 -2.9 -1.4
O 1.6 -0.1 1.1
O 0.4 1.3 -1.2
H -0.5 0.0 0.0
H 0.1 1.4 0.1
H 0.0 0.5 0.3
H 0.2 -0.1 -0.6
C 0.6 0.2 -1.0
C -0.4 1.6 0.6
O 0.9 -2.4 1.2
S 0.3 -1.2 1.3
O -1.5 -0.1 -1.3
O -0.2 3.8 -2.0
O 0.9 -0.5 -0.6
H 0.1 -0.1 0.2
H -0.2 -0.2 0.4
H 0.5 -0.2 1.0
H -0.9 -0.9 0.1
C 0.6 -1.5 -1.4
C 1.8 1.2 0.3
O -2.3 -0.9 2.4
S 1.3 0.6 0.9
O -0.2 3.8 -3.5
O 0.5 -4.1 -1.6
O -1.1 0.9 2.1
H -0.2 0.8 0.6
H -0.6 -0.3 -0.5
H 0.2 -0.8 0.4
H 0.0 0.2 0.3
C -0.1 -1.1 0.2
C 1.3 0.3 -0.1
O -1.0 2.6 1.0
S 0.9 -0.2 -0.3
O 0.1 -0.7 -1.5
O -0.6 -1.5 1.3
O -0.5 0.5 -0.9
H 0.1 0.5 0.2
H -0.2 -0.4 -0.1
H -0.2 0.3 0.3
H 0.2 -0.2 -0.1
C 2.6 1.3 -1.3
C -1.1 1.4 1.5
O -0.8 0.0 1.2
S 0.1 -0.3 -0.1
O -0.2 -3.5 -0.3
O -1.7 2.1 -2.4
O 1.3 -0.6 0.5
H -0.2 -0.2 1.4
H 0.0 -0.2 -0.7
H 0.0 0.0 0.2
H 0.1 0.1 0.0
C -0.3 -0.4 0.0
C -1.0 0.5 0.0
C 0.6 0.7 -0.5
C -2.1 -1.1 0.3
C -0.1 -1.1 0.1
C 1.1 1.6 0.2
N 1.4 1.2 1.7
O 1.0 -1.1 -1.1
O -1.3 -1.4 -0.7
H 0.5 -0.2 0.0
H 0.3 0.4 0.0
H 0.1 0.1 0.2
H 0.1 0.3 -0.2
H -0.4 0.5 0.0
C 0.0 -1.5 -1.5
C 1.0 -0.4 -0.1
C -0.5 1.0 -0.2
C 2.4 -0.1 2.7
C -0.5 0.9 0.3
C -2.2 -0.8 -1.0
N 1.0 0.3 -1.3
O -1.1 0.9 0.3
O 0.8 -0.8 0.8
H -0.4 0.4 0.0
H -0.2 0.0 0.0
H -0.5 0.2 0.4
H 0.0 0.0 -0.1
H 0.1 -0.1 -0.2
C -0.2 0.8 0.2
C -1.1 0.1 0.2
C 1.5 1.2 -0.3
C -0.8 0.2 -1.6
C 1.5 -0.6 1.2
C -0.3 -0.8 0.4
N -1.5 -0.5 -0.6
O 0.6 -0.1 0.4
O 0.0 -0.3 1.2
H -0.1 0.0 0.0
H -0.1 -0.4 -0.2
H 0.4 0.4 -0.4
H 0.3 -0.1 -0.2
H 0.0 0.1 -0.3
C 0.9 0.2 -0.5
C 0.3 -1.1 1.6
C -1.0 1.0 -0.5
C 1.6 -1.1 0.5
C -0.4 0.6 -1.2
C -1.6 0.5 0.7
N -0.9 -0.3 0.5
O 0.1 -1.2 0.7
O 1.3 1.3 -1.1
H 0.2 0.1 -0.3
H -0.3 0.0 -0.3
H -0.4 0.1 0.0
H -0.2 0.0 -0.1
H 0.4 -0.1 -0.1
C -0.7 -0.5 -0.5
C 2.1 0.5 0.2
C -0.9 0.7 0.2
C -3.7 -1.8 0.9
C 0.6 -1.3 -0.9
C 0.6 1.7 0.6
N 1.0 1.4 1.4
O 0.9 -0.9 -0.9
O -0.5 -0.3 -0.4
H -0.1 0.0 0.1
H 0.2 -0.2 -0.4
H 0.3 0.4 -0.1
H 0.0 0.0 0.0
H 0.0 0.3 0.0
O 1.2 -1.7 -0.4
C -2.7 0.5 1.6
O 1.6 0.6 -1.9
C 0.2 0.1 1.5
C 0.0 -0.9 0.3
C -0.3 2.1 0.1
H -0.3 0.3 -0.3
H 0.2 -0.9 0.1
H 0.3 0.6 -0.4
H -0.3 0.0 -0.8
H 0.1 -0.9 0.1
H -0.1 0.3 0.1
O 0.6 2.5 -0.6
C -0.3 -2.1 0.8
O 0.2 0.6 0.5
C 1.0 0.6 1.9
C 0.8 -0.9 -0.2
C -1.4 -0.3 -0.1
H -0.5 -0.7 -0.2
H -0.1 -0.5 -0.6
H 0.1 -0.2 0.1
H -0.2 1.2 -0.9
H -0.6 -0.6 -0.2
H 0.2 0.4 -0.5
O -0.8 -2.6 -2.1
C 1.2 3.4 2.9
O 2.0 1.1 0.5
C -1.5 -0.6 0.4
C 0.2 -0.2 -0.9
C -0.5 -0.2 -0.4
H 0.2 0.5 0.0
H -0.5 -1.2 -0.4
H -0.5 -0.3 0.3
H 0.2 -0.3 0.0
H 0.1 0.1 -0.3
H 0.0 0.4 -0.1
O -1.8 -2.1 0.7
C 2.7 1.8 -1.5
O -0.3 -0.2 0.4
C -1.1 0.3 -1.4
C 1.4 -0.9 0.5
C -1.3 0.9 0.9
H 0.4 0.0 0.3
H -0.1 0.0 0.0
H -0.4 -0.1 -0.1
H 0.3 0.4 0.0
H 0.0 0.1 -0.1
H 0.3 -0.2 0.1

Summary:
- 2S+1: 1
- Gap between HOMO and LUMO: 0.3236 Ha

=====

C56H80FN4O4P2RbS as an isolated structure at a distorted geometry, computed with the ωB97M-V functional and the def2-TZVPD basis.

Atoms and positions in Å:
Rb1 -0.0404 0.3610 -0.0761
C1 2.9556 -2.6045 1.4193
C2 2.3359 -3.7894 0.6688
C3 3.4423 -4.7606 0.2614
P1 1.2083 -3.0336 -0.6647
C4 -0.2713 -4.1993 -0.5410
C5 -1.1291 -3.7971 0.6606
C6 0.0181 -5.6970 -0.5290
C7 1.8269 -3.5041 -2.3255
C8 2.4104 -4.6999 -2.7300
C9 2.7865 -4.9478 -4.0451
C10 3.4004 -6.2643 -4.4577
C11 2.5428 -3.9479 -4.9880
C12 1.9546 -2.7543 -4.6377
C13 1.5643 -2.4798 -3.2966
N1 0.8744 -1.3967 -2.9071
C14 0.8386 -0.2237 -3.5895
C15 1.9868 0.3204 -4.2181
C16 1.9982 1.5786 -4.7773
C17 0.8757 2.4036 -4.7120
C18 0.9054 3.8146 -5.2441
C19 -0.2532 1.8869 -4.1013
C20 -0.3334 0.5808 -3.6123
P2 -1.9365 0.1612 -2.8304
C21 -3.1858 0.5608 -4.2066
C22 -2.6669 0.6424 -5.6427
C23 -3.9745 1.8246 -3.8461
C24 -2.0626 -1.7024 -2.8694
C25 -3.3486 -2.1315 -2.1576
C26 -1.9018 -2.3826 -4.2228
H1 3.5358 -2.9372 2.2863
H2 2.1816 -1.9236 1.7706
H3 3.6203 -2.0468 0.7595
H4 1.6574 -4.2988 1.3625
H5 4.0192 -4.3599 -0.5729
H6 3.0482 -5.7375 -0.0237
H7 4.1272 -4.9087 1.1029
H8 -0.8332 -3.9799 -1.4560
H9 -0.6026 -3.9970 1.5989
H10 -2.0675 -4.3611 0.6727
H11 -1.3685 -2.7344 0.6296
H12 0.6145 -5.9869 0.3402
H13 0.5449 -6.0032 -1.4325
H14 -0.9236 -6.2557 -0.4848
H15 2.5960 -5.4852 -2.0106
H16 3.7533 -6.8223 -3.5886
H17 4.2496 -6.1068 -5.1279
H18 2.6783 -6.8949 -4.9881
H19 2.8176 -4.1241 -6.0255
H20 1.7532 -2.0097 -5.3983
H21 2.8960 -0.2684 -4.2069
H22 2.9068 1.9514 -5.2424
H23 1.5901 3.8967 -6.0905
H24 1.2400 4.5208 -4.4778
H25 -0.0863 4.1307 -5.5742
H26 -1.1161 2.5376 -3.9850
H27 -3.8838 -0.2806 -4.1538
H28 -2.1717 1.5955 -5.8252
H29 -3.5050 0.5585 -6.3434
H30 -1.9492 -0.1465 -5.8631
H31 -3.3330 2.7081 -3.8856
H32 -4.3780 1.7543 -2.8344
H33 -4.8054 1.9793 -4.5433
H34 -1.2177 -2.0006 -2.2510
H35 -4.2437 -1.8175 -2.7055
H36 -3.3869 -1.6986 -1.1547
H37 -3.3838 -3.2217 -2.0646
H38 -2.7653 -2.2110 -4.8725
H39 -1.7957 -3.4633 -4.0821
H40 -1.0026 -2.0285 -4.7285
C27 5.5162 -0.1593 0.2061
C28 4.9189 0.7682 -0.8580
C29 3.6104 0.2084 -1.4302
C30 4.7627 2.1967 -0.3575
C31 5.5325 3.1724 -0.9741
C32 5.4295 4.5096 -0.6315
C33 4.4926 4.8721 0.3204
C34 3.6958 3.9409 0.9759
C35 2.6402 4.5295 1.9119
C36 1.2225 3.9685 1.7360
C37 3.0658 4.5104 3.3854
C38 3.8632 2.5493 0.6888
N2 3.1113 1.5830 1.3077
C39 3.3400 1.0819 2.5069
C40 4.5611 1.1742 3.2510
C41 4.7269 0.5692 4.4811
C42 3.7039 -0.1649 5.0782
C43 2.4953 -0.2814 4.3902
C44 2.3455 0.3178 3.1696
F1 1.1549 0.1777 2.5139
H41 5.7005 -1.1524 -0.2157
H42 4.8423 -0.2660 1.0541
H43 6.4664 0.2415 0.5695
H44 5.6372 0.8104 -1.6847
H45 2.8554 0.1555 -0.6494
H46 3.7635 -0.7896 -1.8536
H47 3.2323 0.8599 -2.2205
H48 6.2258 2.8750 -1.7558
H49 6.0401 5.2570 -1.1253
H50 4.3573 5.9273 0.5425
H51 2.5794 5.5866 1.6292
H52 1.0885 3.0370 2.2769
H53 1.0156 3.7756 0.6824
H54 0.4872 4.6875 2.1088
H55 3.2352 3.4957 3.7355
H56 2.2850 4.9626 4.0051
H57 3.9885 5.0809 3.5240
H58 5.3694 1.7437 2.8058
H59 5.6794 0.6666 4.9936
H60 3.8394 -0.6387 6.0419
H61 1.6638 -0.8427 4.8014
O1 -2.3151 -0.5737 1.0481
S1 -2.6786 0.6252 1.8567
C45 -4.4008 1.0334 1.3685
C46 -5.3270 0.2062 2.2420
C47 -4.7293 0.3118 3.6430
C48 -3.2668 -0.0704 3.4769
H62 -4.4705 0.8282 0.3010
H63 -4.5101 2.0999 1.5655
H64 -5.3226 -0.8382 1.9165
H65 -6.3562 0.5712 2.2057
H66 -5.2413 -0.3280 4.3664
H67 -4.8012 1.3478 3.9835
H68 -3.1294 -1.1471 3.3714
H69 -2.6192 0.3125 4.2648
C49 -1.4400 6.6256 2.5215
C50 -2.7985 6.5731 1.8261
C51 -2.8493 5.5396 0.6923
C52 -4.2337 5.6008 0.0106
C53 -4.3609 4.7166 -1.2315
C54 -1.8032 5.8923 -0.3469
O2 -1.6906 7.0207 -0.8023
N3 -1.0273 4.8643 -0.7607
C55 -1.1336 3.5038 -0.3446
O3 -0.4443 2.6986 -0.9596
N4 -1.9325 3.2037 0.6772
C56 -2.6975 4.1198 1.2861
O4 -3.3581 3.8628 2.2991
H70 -1.4675 7.3149 3.3675
H71 -0.6587 6.9625 1.8377
H72 -1.1702 5.6373 2.8984
H73 -3.0456 7.5536 1.4136
H74 -3.5634 6.2914 2.5503
H75 -4.4360 6.6403 -0.2597
H76 -4.9691 5.2947 0.7583
H77 -3.7538 5.1062 -2.0509
H78 -5.3987 4.6827 -1.5678
H79 -4.0332 3.6963 -1.0210
H80 -0.3368 5.0376 -1.4771

Atomic forces in eV per Å
Rb 1.0 -0.7 0.0
C -0.1 -0.1 0.0
C 0.1 0.2 -0.1
C -0.1 0.0 0.1
P 0.0 -0.8 0.4
C 0.0 0.1 0.0
C 0.1 0.0 -0.2
C 0.0 0.1 -0.1
C -0.1 0.4 0.0
C 0.0 0.0 -0.1
C 0.1 -0.1 0.0
C -0.1 0.1 0.0
C 0.0 0.0 0.1
C 0.0 0.0 0.0
C 0.0 0.0 0.0
N -0.3 0.0 0.2
C 0.1 0.1 -0.4
C -0.1 0.0 -0.2
C 0.0 0.0 0.0
C -0.1 0.1 -0.1
C 0.0 -0.1 0.1
C 0.0 0.0 0.0
C 0.2 0.0 0.2
P -0.3 -0.3 -0.5
C 0.1 0.2 0.2
C 0.0 -0.1 0.1
C 0.0 -0.1 0.0
C -0.1 0.1 0.1
C 0.1 0.1 0.0
C 0.1 0.0 0.1
H 0.0 0.0 0.0
H 0.1 0.1 0.0
H 0.0 0.1 0.0
H 0.0 0.0 -0.1
H 0.0 0.0 0.0
H 0.0 0.0 0.0
H 0.0 0.0 0.0
H 0.0 0.0 0.0
H 0.0 0.0 0.0
H 0.0 0.0 0.0
H -0.1 0.0 0.1
H 0.0 0.0 0.0
H 0.0 0.0 0.0
H 0.0 0.0 0.0
H 0.0 0.0 0.0
H 0.0 0.0 0.0
H 0.0 -0.1 0.0
H 0.0 0.0 0.0
H 0.0 0.0 0.0
H 0.0 0.0 0.0
H -0.1 0.0 -0.1
H 0.0 0.0 0.0
H 0.0 0.0 0.0
H 0.0 0.0 0.0
H 0.0 0.0 0.0
H 0.0 0.0 -0.1
H 0.0 0.0 0.1
H 0.0 0.0 0.0
H 0.0 0.0 0.0
H 0.0 0.0 0.0
H 0.0 0.0 0.0
H 0.0 0.0 0.0
H 0.0 0.0 0.0
H 0.0 0.0 0.0
H 0.0 0.0 0.0
H 0.0 0.0 0.0
H 0.0 0.0 0.0
H 0.0 0.0 0.0
H 0.0 0.0 0.0
H 0.0 0.0 0.0
C 0.0 0.0 -0.1
C -0.1 -0.1 0.2
C 0.2 0.2 0.0
C 0.0 -0.1 0.0
C 0.0 0.1 -0.1
C 0.0 0.0 0.0
C 0.1 0.1 -0.1
C -0.1 -0.2 0.0
C 0.0 -0.2 0.1
C 0.2 0.0 -0.1
C 0.0 0.1 -0.1
C 0.5 0.3 0.0
N -0.9 0.0 -0.2
C 0.5 0.3 0.1
C -0.2 0.1 -0.1
C -0.1 -0.1 0.2
C 0.2 0.0 0.1
C -0.1 0.0 -0.1
C 0.1 0.0 0.1
F -0.3 -0.1 0.1
H 0.0 0.0 0.0
H 0.1 0.0 0.0
H 0.0 0.0 0.0
H 0.0 0.0 0.0
H 0.0 -0.1 0.1
H 0.0 0.0 0.0
H 0.0 -0.1 0.1
H 0.0 0.0 0.0
H 0.0 0.0 0.0
H 0.0 0.0 0.1
H 0.0 0.0 0.0
H 0.0 -0.2 0.0
H 0.1 0.0 0.1
H 0.2 -0.1 0.0
H 0.0 -0.1 0.0
H 0.0 0.0 0.0
H 0.0 -0.1 0.0
H 0.0 0.0 0.0
H 0.0 0.0 0.0
H 0.0 0.0 0.0
H 0.0 0.0 0.0
O 0.0 -0.7 -0.3
S -0.8 0.0 0.9
C 0.2 0.1 0.0
C 0.0 0.0 0.1
C -0.1 0.0 -0.1
C 0.1 0.3 -0.1
H 0.1 0.0 0.0
H 0.0 0.0 0.0
H 0.0 0.0 0.0
H 0.0 0.0 0.0
H 0.0 0.0 0.0
H 0.0 0.0 0.0
H 0.0 0.0 -0.1
H 0.0 0.0 0.0
C -0.2 0.0 0.0
C 0.1 0.0 0.0
C -0.2 0.1 0.2
C 0.0 -0.1 -0.2
C 0.0 0.1 0.2
C 0.0 0.0 0.0
O 0.0 0.0 0.0
N 0.1 -0.2 -0.1
C -0.1 0.6 -0.3
O -0.2 0.9 -0.3
N -0.2 -0.3 0.1
C 0.2 0.2 -0.2
O 0.0 0.0 -0.1
H 0.0 0.0 0.0
H 0.0 0.0 0.0
H 0.0 0.1 0.0
H 0.0 0.0 0.0
H -0.1 0.0 0.0
H 0.0 0.0 0.0
H 0.0 0.0 0.0
H 0.0 0.0 0.0
H 0.0 0.0 0.0
H 0.0 0.0 0.0
H 0.0 0.0 0.0

Summary:
- 2S+1: 1
- Gap between HOMO and LUMO: 0.1852 Ha
- Net charge: -2

=====

Q: What is the gap between HOMO and LUMO in the first record?
A: 0.3236 Ha